#one
Entry from the Open Molecules 2025 dataset: a 2-piece molecular cluster, C4H10NO overall (ωB97M-V with the def2-TZVPD basis set).

Last column: natural (NBO) charge in e.
Positions of all 16 atoms, in Å:
1 N 0.1469 -0.4684 -1.5863  -0.902
2 C 1.1413 0.5567 -1.2122  -0.253
3 C 2.4205 0.2703 0.9340  -0.471
4 C 1.2849 0.5434 0.2887  -0.129
5 H -0.0940 -0.3649 -2.5652  0.323
6 H -0.7461 -0.3074 -0.9809  0.450
7 H 0.8777 1.5745 -1.5370  0.155
8 H 2.1341 0.3322 -1.6325  0.148
9 H 2.4442 0.2373 2.0136  0.187
10 H 3.2928 0.0825 0.3138  0.174
11 H 0.3346 0.6851 0.8011  0.233
12 C -2.6528 -0.6186 1.0554  -0.194
13 O -1.9270 -0.0606 0.0376  -0.992
14 H -3.6588 -0.1635 1.1536  0.095
15 H -2.8916 -1.7009 0.8962  0.084
16 H -2.1068 -0.5978 2.0201  0.093

Its total charge is -1. Its spin multiplicity is 1.


#two
Entry from the Open Molecules 2025 dataset: a 2-piece molecular cluster, C4H10NO overall (ωB97M-V with the def2-TZVPD basis set).

Last column: natural (NBO) charge in e.
Positions of all 16 atoms, in Å:
1 C 3.5143 -0.4274 -0.8595  -0.659
2 C 2.1974 -0.1693 -0.7197  0.066
3 N 1.5869 0.9778 -0.3463  -0.840
4 H 4.2853 0.3113 -0.6429  0.166
5 H 3.8347 -1.3827 -1.2408  0.180
6 H 1.4797 -0.9572 -0.9283  0.186
7 H 2.1966 1.6421 0.1072  0.338
8 H 0.5938 0.8482 0.0358  0.467
9 C -2.0874 0.5237 0.3593  -0.006
10 O -0.7510 0.3024 0.4091  -0.962
11 C -2.8787 -0.7208 0.7880  -0.633
12 H -2.4342 0.7947 -0.6691  0.082
13 H -2.3937 1.3657 1.0309  0.082
14 H -3.9562 -0.6088 0.6390  0.163
15 H -2.6689 -0.9405 1.8356  0.183
16 H -2.5186 -1.5593 0.2017  0.190

Its total charge is -1. Its spin multiplicity is 1.


Which one is the most stable? From the structures above, #two.